## P
C7H10 | the ωB97M-V functional and the def2-TZVPD basis

Geometry as XYZ:
```
17
Properties=species:S:1:pos:R:3
C -0.604 1.244 -0.133
H 2.656 0.027 0.693
H 1.580 2.109 0.235
H -1.642 -1.143 -1.720
C -0.402 -0.275 -0.171
H -1.329 1.645 0.589
H -0.232 0.310 1.924
C 1.562 -0.046 0.565
C 0.250 -0.452 1.263
C 1.009 0.010 -0.793
H -2.302 -1.300 -0.080
H 1.383 -0.012 -1.805
H -0.942 -2.313 -0.588
H -0.817 1.662 -1.131
H 0.236 -1.388 1.801
C -1.378 -1.309 -0.671
C 0.936 1.276 0.022
```

LUMO energy: 1.06 eV
HOMO level: -8.672 eV
Kohn-Sham gap: 0.35761 hartree
Molar mass: 94.2 g mol⁻¹

## Q
C7H10 | the ωB97M-V functional and the def2-TZVPD basis

Geometry as XYZ:
```
17
Properties=species:S:1:pos:R:3
C 0.448 -0.614 -0.913
H -2.619 1.148 -0.201
C -1.995 0.251 -0.263
H 2.648 -0.719 -1.341
H -1.622 0.045 1.839
C 0.650 1.112 0.684
H 0.047 -1.126 -1.779
H -1.012 -2.033 0.417
C -1.457 -0.406 0.859
H 0.613 1.128 1.780
H -0.465 -2.352 -0.087
H 2.925 1.177 0.455
C 1.843 -0.244 -0.786
H -2.075 -0.287 -1.206
C -0.293 0.082 0.064
C 1.992 0.721 0.143
H 0.372 2.118 0.336
```

LUMO energy (alpha / beta): 0.12 / 0.10 eV
HOMO level (alpha / beta): -7.070 / -7.149 eV
Kohn-Sham gap (alpha / beta): 0.26430 / 0.26646 hartree
Molar mass: 94.2 g mol⁻¹

Energetically preferred structure: P | next structure: +48.0 kcal/mol

## P
C7H10 | the ωB97M-V functional and the def2-TZVPD basis

Geometry as XYZ:
```
17
Properties=species:S:1:pos:R:3
H -2.434 0.773 -1.077
H -1.847 -1.630 -0.508
H 0.435 0.203 2.470
H -2.754 0.502 0.654
C 1.713 0.369 0.594
C 1.182 0.321 -0.873
H 0.385 -1.704 -1.401
H 2.360 1.209 0.863
C -0.116 -0.991 0.699
C -1.244 -0.778 -0.207
C 0.548 -0.076 1.430
H -1.285 1.347 0.156
H 2.156 -0.591 0.934
C 0.197 -0.845 -0.755
C -1.975 0.537 -0.114
H 0.722 1.250 -1.270
H 1.993 0.091 -1.571
```

LUMO energy: 1.00 eV
HOMO level: -7.876 eV
Kohn-Sham gap: 0.32609 hartree
Molar mass: 94.2 g mol⁻¹

## Q
C7H10 | the ωB97M-V functional and the def2-TZVPD basis

Geometry as XYZ:
```
17
Properties=species:S:1:pos:R:3
H 2.794 2.208 0.735
H 0.132 2.127 -0.677
H -0.968 0.142 -0.732
C -1.003 -2.660 -0.716
C 1.751 2.682 0.784
H -1.901 -1.147 -1.721
C 0.519 0.548 0.760
H 1.581 3.187 1.800
H 0.998 0.399 1.739
C -0.352 -0.346 0.056
C 0.775 1.736 0.212
H 0.014 -1.904 1.165
C -1.989 -2.202 -1.521
H -2.773 -2.913 -1.795
C -0.463 -1.693 0.246
H 1.692 3.612 0.166
H -0.807 -3.776 -0.501
```

LUMO energy: 0.47 eV
HOMO level: -7.654 eV
Kohn-Sham gap: 0.29838 hartree
Molar mass: 94.2 g mol⁻¹

## R
C7H10 | the ωB97M-V functional and the def2-TZVPD basis

Geometry as XYZ:
```
17
Properties=species:S:1:pos:R:3
H -2.750 0.414 0.669
H -1.252 1.309 0.345
H 0.671 1.250 -1.510
H 0.395 -1.686 -1.491
H 1.469 -0.997 1.584
H -1.781 -1.627 -0.505
C -1.910 0.516 -0.028
H 0.471 0.263 2.366
C 1.495 0.741 0.450
H 2.022 0.132 -1.583
C 1.138 0.398 -0.985
C -1.166 -0.789 -0.172
H -2.312 0.845 -0.994
C 0.026 -1.089 0.639
C 0.266 -0.854 -0.798
C 0.778 -0.087 1.377
H 2.431 1.232 0.714
```

LUMO energy (alpha / beta): 0.40 / 0.71 eV
HOMO level (alpha / beta): -7.478 / -7.626 eV
Kohn-Sham gap (alpha / beta): 0.28937 / 0.30642 hartree
Molar mass: 94.2 g mol⁻¹

## S
C7H10 | the ωB97M-V functional and the def2-TZVPD basis

Geometry as XYZ:
```
17
Properties=species:S:1:pos:R:3
H -0.786 -1.806 -0.371
C -1.449 0.050 0.507
C -0.532 -0.740 -0.428
C 1.401 0.768 0.056
H 2.346 1.077 -0.404
H 0.688 1.604 0.017
H -2.499 -0.200 0.316
C 0.947 -0.591 -0.410
H 1.951 -0.358 3.580
C -0.702 -0.345 -1.934
H 0.087 -0.823 -2.522
H -1.678 -0.692 -2.301
H -1.343 1.133 0.374
H -1.225 -0.188 1.552
H -0.639 0.746 -2.067
C 1.641 0.387 1.457
C 1.792 -0.023 2.578
```

LUMO energy: 0.31 eV
HOMO level: -8.239 eV
Kohn-Sham gap: 0.31422 hartree
Molar mass: 94.2 g mol⁻¹

Energetically preferred structure: Q | next structure: +10.5 kcal/mol

## P
C7H10 | the ωB97M-V functional and the def2-TZVPD basis

Geometry as XYZ:
```
17
Properties=species:S:1:pos:R:3
H -1.313 -1.733 0.920
C 1.876 0.716 0.243
H -1.317 -0.243 1.979
H -2.361 -0.398 -0.952
C 1.833 -0.269 -0.676
H 0.317 2.126 -0.210
C 0.453 -0.693 -1.048
H 0.345 -1.783 -0.940
C 0.470 1.250 0.441
C -1.887 0.150 -0.141
H -2.374 1.088 0.112
H 0.246 1.582 1.461
C -0.399 0.081 -0.032
H 2.378 -0.004 0.905
H 0.245 -0.424 -2.082
C -1.256 -0.647 0.970
H 2.743 -0.799 -0.952
```

LUMO energy: 1.07 eV
HOMO level: -8.551 eV
Kohn-Sham gap: 0.35349 hartree
Molar mass: 94.2 g mol⁻¹

## Q
C7H10 | the ωB97M-V functional and the def2-TZVPD basis

Geometry as XYZ:
```
17
Properties=species:S:1:pos:R:3
H 0.680 1.552 0.018
C -2.336 1.437 -0.503
H 0.416 -2.216 0.165
H 1.376 -0.981 -1.634
C 0.788 -0.411 -0.921
H -0.410 -1.378 2.256
H 1.030 -0.351 2.062
C -1.588 0.512 -0.715
C 0.066 -0.615 1.629
H -3.024 2.226 -0.289
C 1.353 0.957 -0.607
C -0.709 -0.611 -0.909
C 0.242 -1.135 0.242
H -0.592 0.259 1.616
H 2.284 0.807 -0.045
H 1.581 1.530 -1.507
H -1.157 -1.581 -0.859
```

LUMO energy: 1.07 eV
HOMO level: -8.627 eV
Kohn-Sham gap: 0.35624 hartree
Molar mass: 94.2 g mol⁻¹

## R
C7H10 | the ωB97M-V functional and the def2-TZVPD basis

Geometry as XYZ:
```
17
Properties=species:S:1:pos:R:3
C 1.359 -0.608 0.477
C 0.415 -1.171 -0.639
C -0.362 0.170 -0.312
H 0.601 -0.940 2.687
H 2.377 -0.973 0.623
C 0.407 -0.610 1.675
H -1.206 1.676 -1.701
H 1.580 0.886 -1.125
H 1.182 1.682 0.442
H -2.059 1.432 -0.190
C -1.515 0.908 -0.987
C 1.066 0.776 -0.160
H 0.906 -1.221 -1.620
C -0.713 -0.135 1.146
H -0.093 -2.113 -0.414
H -2.240 0.243 -1.466
H -1.706 -0.003 1.564
```

LUMO energy: 1.05 eV
HOMO level: -8.784 eV
Kohn-Sham gap: 0.36148 hartree
Molar mass: 94.2 g mol⁻¹

Energetically preferred structure: R | next structure: +25.1 kcal/mol

## P
C7H18N2 | the ωB97M-V functional and the def2-TZVPD basis

Geometry as XYZ:
```
27
Properties=species:S:1:pos:R:3
N 0.005 2.165 1.690
C -0.650 -0.703 -1.098
H -0.548 2.612 2.407
C -0.832 -1.339 -2.439
H -1.503 1.175 -1.706
H -0.795 -0.612 -3.250
H 2.060 -0.274 1.584
H -2.484 0.215 -0.593
C 1.357 0.194 -1.512
C -0.435 -1.614 0.050
C 0.627 0.968 2.107
H 0.317 -1.178 0.717
H -0.399 0.832 3.976
H 0.664 2.806 1.266
H 2.198 0.876 -1.330
H -1.825 -1.807 -2.462
H 1.263 0.311 -0.171
H 0.877 0.692 -2.351
H 0.631 -0.629 3.509
H -0.110 -2.609 -0.253
N 1.555 0.521 1.207
H 1.751 -0.763 -1.846
H -0.098 -2.124 -2.624
H -1.338 -1.679 0.669
C -1.457 0.524 -0.833
H -1.084 1.086 0.025
C 0.253 0.352 3.261
```

LUMO energy (alpha / beta): -0.12 / -0.12 eV
HOMO level (alpha / beta): -6.809 / -6.808 eV
Kohn-Sham gap (alpha / beta): 0.24566 / 0.24564 hartree
Molar mass: 130.2 g mol⁻¹

## Q
C7H18N2 | the ωB97M-V functional and the def2-TZVPD basis

Geometry as XYZ:
```
27
Properties=species:S:1:pos:R:3
H 0.887 -1.335 0.293
C -2.023 -1.070 -1.338
C -1.584 -0.873 1.122
H -2.478 -0.268 1.239
H 2.176 -0.360 2.304
C 3.186 0.161 0.600
H 0.901 0.288 -2.031
H -2.882 -0.407 -1.260
H -1.600 -0.969 -2.336
N 0.115 -1.670 -0.350
H -2.351 -2.097 -1.204
H -0.913 2.856 -0.192
H 0.641 2.070 -1.741
H 3.746 -0.768 0.502
H 0.481 -1.717 -1.295
H -2.307 1.798 0.025
H -1.051 1.835 1.251
C -0.974 -0.726 -0.274
H -1.847 -1.919 1.271
H 3.838 0.913 1.063
C 0.378 1.055 -1.482
C -0.510 0.778 -0.538
C -1.231 1.882 0.178
H -0.856 -0.599 1.882
N 1.965 -0.105 1.347
H 1.380 0.737 1.356
H 2.913 0.510 -0.392
```

LUMO energy: 0.88 eV
HOMO level: -8.557 eV
Kohn-Sham gap: 0.34699 hartree
Molar mass: 130.2 g mol⁻¹

Energetically preferred structure: Q | next structure: +84.8 kcal/mol

## P
C3H6IN3 | the ωB97M-V functional and the def2-TZVPD basis

Geometry as XYZ:
```
13
Properties=species:S:1:pos:R:3
H 1.407 -0.208 -0.171
N -1.059 0.047 -1.713
C 1.070 0.559 0.523
H -2.479 -1.377 -1.194
N -1.124 -0.385 0.780
N -0.595 0.993 -1.128
H -0.733 -1.904 -1.141
C -0.445 0.771 0.339
I -2.939 -0.090 1.674
C -1.443 -1.086 -1.098
H 1.264 0.229 1.540
H -0.769 1.709 0.797
H 1.603 1.484 0.324
```

LUMO energy: 0.07 eV
HOMO level: -8.696 eV
Kohn-Sham gap: 0.32207 hartree
Molar mass: 211.0 g mol⁻¹

## Q
C3H6IN3 | the ωB97M-V functional and the def2-TZVPD basis

Geometry as XYZ:
```
13
Properties=species:S:1:pos:R:3
C -0.391 -0.900 -0.355
C 1.455 0.624 -0.504
H 0.378 2.096 1.178
N 1.228 0.282 3.446
N 0.050 1.636 2.004
H -0.878 -1.097 0.562
H 2.175 -0.114 -0.524
N 0.765 1.022 2.736
I 2.238 2.582 -0.826
C 0.131 0.507 -0.513
H -0.407 1.376 -0.695
H 0.295 -1.730 -0.706
H -1.238 -1.130 -0.939
```

LUMO energy: 0.42 eV
HOMO level: -9.151 eV
Kohn-Sham gap: 0.35169 hartree
Molar mass: 211.0 g mol⁻¹

Energetically preferred structure: Q | next structure: +4.4 kcal/mol

## P
H2N2O2S | the ωB97M-V functional and the def2-TZVPD basis

Geometry as XYZ:
```
7
Properties=species:S:1:pos:R:3
S -2.503 -0.073 0.138
O 0.324 -1.343 0.244
O 1.991 0.142 0.170
N 0.112 0.743 -0.488
H -1.381 -0.834 0.583
N 0.790 -0.248 -0.022
H 0.668 1.612 -0.624
```

LUMO energy (alpha / beta): -4.29 / -4.30 eV
HOMO level (alpha / beta): -10.211 / -10.040 eV
Kohn-Sham gap (alpha / beta): 0.21749 / 0.21104 hartree
Molar mass: 94.1 g mol⁻¹

## Q
H2N2O2S | the ωB97M-V functional and the def2-TZVPD basis

Geometry as XYZ:
```
7
Properties=species:S:1:pos:R:3
O 0.983 2.160 -1.740
O -0.692 0.610 -0.788
H 0.135 -0.054 1.144
N 0.030 -1.952 1.137
H -0.449 -1.617 0.169
N 0.417 -0.947 1.684
S -0.423 1.800 -1.606
```

LUMO energy: -2.06 eV
HOMO level: -9.070 eV
Kohn-Sham gap: 0.25769 hartree
Molar mass: 94.1 g mol⁻¹

## R
H2N2O2S | the ωB97M-V functional and the def2-TZVPD basis

Geometry as XYZ:
```
7
Properties=species:S:1:pos:R:3
H -2.526 -0.257 -0.283
H -1.119 0.537 -0.310
S 1.998 0.098 -0.134
N -1.533 -0.324 -0.187
N -0.901 -1.285 0.099
O 0.977 1.106 0.024
O 3.104 0.123 0.792
```

LUMO energy: -0.95 eV
HOMO level: -8.479 eV
Kohn-Sham gap: 0.27658 hartree
Molar mass: 94.1 g mol⁻¹

Energetically preferred structure: Q | next structure: +10.7 kcal/mol